# 1
DFT (ωB97M-V with the def2-TZVPD basis set) results for C14H12F5IN5OPdS2SeTe as an isolated structure in a non-equilibrium geometry.

For the relative energy (zero: lowest compared OMol25 entry of this formula, charge and spin), the calculation gives 5.8 kcal per mole. The calculation puts the total energy at -5280.13427 Eh. The HOMO-LUMO gap (spin up / spin down) comes out at 6.20 / 6.43 eV. Its lowest unoccupied orbital energy (spin up / spin down) is -5.7 / -5.4 eV.

```
! RIJCOSX wB97M-V def2-TZVPD def2/J DEFGRID3
* xyz 1 1
I 2.411 -5.209 -2.191
Te 2.684 1.882 -1.454
Pd 0.416 -0.036 -0.143
Se -0.820 0.100 -2.328
S -2.041 -0.699 -0.409
S -4.539 1.047 -0.045
F 2.676 3.534 -2.273
F 4.427 1.700 -2.046
F 3.438 2.511 0.135
F 2.152 1.076 -3.065
F 2.946 0.110 -0.837
O 0.984 1.989 -0.788
N -0.823 -2.746 -3.259
N -0.950 1.356 1.276
N 1.513 0.468 1.676
N -2.273 1.635 1.040
N 0.791 -2.052 0.192
C 3.576 0.561 2.856
C 0.656 -3.968 1.575
C 1.938 2.267 3.186
C -5.004 -0.244 -1.218
C -0.271 2.090 2.051
C -2.847 0.780 0.258
C 1.569 -4.137 -0.632
C 2.709 -0.036 1.956
C 1.110 1.610 2.294
C 1.216 -4.741 0.568
C 3.192 1.740 3.466
C 0.448 -2.622 1.352
C -0.853 -1.649 -2.915
C 1.343 -2.778 -0.783
H 2.988 -0.940 1.430
H 1.597 3.180 3.653
H -4.354 -0.250 -2.088
H 0.375 -4.405 2.522
H -5.038 -1.223 -0.751
H -0.658 2.979 2.544
H 4.539 0.111 3.048
H 1.375 -5.800 0.715
H 0.001 -1.975 2.096
H 1.625 -2.255 -1.687
H -6.009 0.034 -1.534
H 3.855 2.246 4.154
*
```

***

# 2
DFT (ωB97M-V with the def2-TZVPD basis set) results for C14H12F6N3O6PbS2 as an isolated structure in a non-equilibrium geometry.

For the relative energy (zero: lowest compared OMol25 entry of this formula, charge and spin), the calculation gives 4.2 kcal per mole. The calculation puts the total energy at -2744.84185 Eh. The HOMO-LUMO gap comes out at 6.24 eV. Its lowest unoccupied orbital energy is 2.4 eV.

```
! RIJCOSX wB97M-V def2-TZVPD def2/J DEFGRID3
* xyz -1 1
Pb 10.432 11.476 3.417
S 11.814 8.395 4.370
S 13.499 10.579 4.316
F 9.914 6.575 3.918
F 13.462 12.762 2.676
F 15.376 11.661 2.560
F 11.594 6.429 2.536
F 10.105 8.009 2.305
F 14.913 12.864 4.260
O 12.701 7.546 5.125
O 12.484 11.409 5.023
O 8.574 10.077 3.930
O 10.720 13.742 4.413
O 14.537 9.921 5.089
O 10.779 9.146 5.089
N 12.617 9.502 3.455
N 8.346 13.050 3.763
N 8.585 14.373 3.697
C 10.814 7.273 3.188
C 6.029 13.838 3.764
C 9.879 14.597 3.974
C 14.411 12.047 3.341
C 12.075 17.465 2.902
C 9.873 18.334 3.185
C 6.540 8.866 3.551
C 10.296 15.993 3.620
C 11.652 16.213 3.297
C 6.570 11.362 3.592
C 7.044 12.735 3.699
C 9.399 17.066 3.443
C 7.335 10.202 3.661
C 11.207 18.536 2.869
H 9.160 19.173 3.151
H 13.095 17.562 2.610
H 5.503 11.241 3.607
H 11.635 19.481 2.628
H 6.266 14.573 2.947
H 5.027 13.395 3.758
H 12.273 15.350 3.244
H 5.495 9.052 3.356
H 6.949 8.251 2.777
H 8.349 16.782 3.596
H 6.107 14.372 4.762
H 6.706 8.279 4.447
*
```

***

# 3
DFT (ωB97M-V with the def2-TZVPD basis set) results for C14H12F6N3O6PtS2 as an isolated structure in a non-equilibrium geometry.

The calculation puts the total energy at -2671.34888 Eh. The HOMO-LUMO gap comes out at 6.86 eV. Its lowest unoccupied orbital energy is 2.7 eV.

```
! RIJCOSX wB97M-V def2-TZVPD def2/J DEFGRID3
* xyz -1 1
Pt 1.355 -0.768 -0.712
S 0.422 -3.402 0.290
S 0.441 -1.651 2.325
F -0.441 0.374 3.818
F -1.857 -1.231 3.621
F -1.568 0.150 2.003
F -0.431 -4.884 -1.717
F -1.583 -3.082 -1.595
F -1.891 -4.641 -0.155
O 0.726 -2.490 3.445
O 1.489 -0.766 1.903
O 3.386 -0.814 -0.741
O 0.791 -4.609 0.955
O -0.647 -0.628 -0.823
O 1.442 -2.887 -0.602
N 1.170 1.122 -0.749
N -0.052 1.597 -0.761
N -0.347 -2.359 1.158
C 4.056 0.277 -0.596
C -5.151 1.409 -0.531
C 1.847 3.453 -0.550
C -4.662 0.105 -0.578
C -0.939 -0.525 2.955
C 5.558 0.121 -0.508
C -1.001 0.633 -0.782
C -4.258 2.475 -0.568
C -2.395 0.948 -0.717
C 2.221 2.007 -0.637
C -0.958 -3.992 -0.861
C -3.311 -0.124 -0.669
C 3.542 1.584 -0.568
C -2.901 2.262 -0.659
H 1.244 3.618 0.341
H 4.282 2.364 -0.451
H 5.958 0.592 0.389
H -2.912 -1.124 -0.700
H 5.811 -0.934 -0.494
H -2.204 3.084 -0.684
H -5.349 -0.730 -0.535
H -4.645 3.486 -0.517
H 1.229 3.723 -1.404
H 2.727 4.087 -0.515
H -6.215 1.585 -0.446
H 6.020 0.588 -1.376
*
```

***

# 4
DFT (ωB97M-V with the def2-TZVPD basis set) results for C14H13AgO2P as an isolated structure in a non-equilibrium geometry.

The calculation puts the total energy at -1179.99823 Eh. The HOMO-LUMO gap comes out at 5.92 eV. Its lowest unoccupied orbital energy is 2.9 eV.

```
! RIJCOSX wB97M-V def2-TZVPD def2/J DEFGRID3
* xyz -1 1
Ag -2.961 0.944 0.312
P -0.734 0.892 -0.508
O -3.041 -2.405 -1.745
O -3.823 -0.654 -0.362
C 3.494 0.548 -2.332
C -1.019 1.066 2.146
C -0.526 -0.597 3.834
C -0.939 0.691 3.490
C -0.265 -1.139 1.488
C -0.188 -1.509 2.835
C 0.893 0.645 -1.271
C 2.400 0.753 -3.175
C 2.005 0.441 -0.426
C -2.714 -1.356 -1.201
C -1.275 -0.845 -1.464
C -0.690 0.160 1.127
C 1.106 0.801 -2.647
C 3.296 0.395 -0.959
H 0.024 -1.875 0.759
H -3.781 2.365 -0.268
H 0.273 0.971 -3.315
H -0.548 -1.658 -1.255
H 4.495 0.513 -2.742
H 1.889 0.331 0.643
H -1.334 2.073 1.899
H 0.141 -2.505 3.103
H -0.463 -0.887 4.875
H -1.219 -0.680 -2.563
H 2.554 0.878 -4.239
H -1.195 1.400 4.266
H 4.146 0.243 -0.305
*
```

***

# 5
DFT (ωB97M-V with the def2-TZVPD basis set) results for C14H13Br2InN4O2 as an isolated structure.

For the relative energy (zero: lowest compared OMol25 entry of this formula, charge and spin), the calculation gives 79.7 kcal per mole. The calculation puts the total energy at -6248.17328 Eh. The HOMO-LUMO gap (spin up / spin down) comes out at 6.77 / 6.75 eV. Its lowest unoccupied orbital energy (spin up / spin down) is -8.6 / -8.5 eV.

```
! RIJCOSX wB97M-V def2-TZVPD def2/J DEFGRID3
* xyz 2 1
In 3.201 2.037 0.335
Br -3.818 -2.229 0.246
Br -2.269 2.899 4.837
O 3.024 -0.176 -0.907
O 1.505 1.213 -2.545
N 1.973 -0.692 -1.280
N 0.803 2.038 1.456
N 0.769 -0.666 0.631
N 1.056 0.029 -2.094
C -0.060 -0.581 -2.273
C -2.074 -1.645 -0.139
C -1.111 -0.108 -3.199
C -0.224 1.202 1.697
C -0.005 3.454 3.233
C -0.344 -0.034 0.840
C 1.826 -2.819 0.092
C -0.002 -1.879 -1.494
C -1.155 1.434 2.691
C 1.059 -1.611 -0.400
C -1.322 -2.369 -0.989
C -1.676 -0.442 0.504
C 0.879 3.135 2.217
C -1.040 2.574 3.477
H -1.950 0.729 2.895
H 2.004 -2.727 1.160
H -1.587 0.804 -2.823
H 2.789 -2.899 -0.412
H 1.006 1.428 -3.355
H -1.880 -0.869 -3.304
H -0.695 0.107 -4.189
H 1.697 3.821 2.012
H 0.120 4.358 3.812
H 1.259 -3.730 -0.096
H -1.686 -3.318 -1.359
H -2.479 0.156 0.913
H 0.409 -2.623 -2.186
*
```

***

# 6
DFT (ωB97M-V with the def2-TZVPD basis set) results for C14H13CdF9N3O6S3 as an isolated structure in a non-equilibrium geometry.

For the relative energy (zero: lowest compared OMol25 entry of this formula, charge and spin), the calculation gives 38.3 kcal per mole. The calculation puts the total energy at -3418.32292 Eh. The HOMO-LUMO gap comes out at 8.26 eV. Its lowest unoccupied orbital energy is 2.3 eV.

```
! RIJCOSX wB97M-V def2-TZVPD def2/J DEFGRID3
* xyz -1 1
Cd -0.007 0.723 -0.156
S 4.122 2.177 1.658
S -0.709 -1.315 3.968
S -0.460 -0.907 -1.938
F -2.798 2.115 -0.204
F -3.222 3.005 2.173
F -2.833 4.203 -0.699
F -2.699 5.077 1.975
F 0.734 4.255 -0.166
F 0.329 5.119 1.758
F -0.833 5.712 0.065
F -1.203 2.978 -1.395
F -1.570 3.803 3.274
O -0.403 -2.027 -0.987
O 0.850 -0.118 -1.853
O 2.053 -1.716 0.831
O -0.492 2.390 1.289
O -0.705 -1.333 -3.295
O -1.479 0.075 -1.419
N -0.138 -0.242 1.752
N 1.974 1.204 0.730
N 2.346 -2.320 -1.331
C -1.197 3.441 0.944
C 0.737 -0.396 3.851
C 3.250 2.301 -1.047
C -2.024 3.183 -0.352
C -1.048 -0.968 2.289
C 2.005 -2.566 -0.040
C 3.066 1.350 2.728
C -2.250 -1.434 1.575
C 0.878 0.104 2.589
C -0.254 4.650 0.649
C 1.683 -4.016 0.275
C 3.008 1.856 0.345
C -2.181 3.839 2.089
C 1.970 0.893 2.057
H 3.303 1.243 3.766
H 3.061 3.371 -1.147
H -2.726 -2.269 2.082
H 0.652 -4.153 -0.042
H 4.279 2.107 -1.348
H -1.938 -1.712 0.561
H 2.008 -3.007 -1.990
H 2.324 -4.702 -0.277
H 2.065 -1.373 -1.620
H 1.760 -4.206 1.344
H 1.386 -0.300 4.696
H 2.560 1.757 -1.696
H -2.960 -0.609 1.490
*
```

***

# 7
DFT (ωB97M-V with the def2-TZVPD basis set) results for a 3-piece molecular cluster, C14H13Cl2F16NO4 overall in a non-equilibrium geometry.

For the relative energy (zero: lowest compared OMol25 entry of this formula, charge and spin), the calculation gives 99.4 kcal per mole. The calculation puts the total energy at -3415.08393 Eh. The HOMO-LUMO gap comes out at 9.45 eV. The structure (SMILES) is FC(F)C(F)(F)COC(F)(F)C(F)F.FC(F)C(F)(F)COC(F)(F)C(F)F.C/C(Cl)=C(/Cl)NC(=O)O. Its lowest unoccupied orbital energy is -0.2 eV.

```
! RIJCOSX wB97M-V def2-TZVPD def2/J DEFGRID3
* xyz 0 1
Cl 5.600 -1.088 -4.663
Cl 2.516 -0.042 -4.355
F -6.722 -2.299 2.438
F -5.137 0.029 -1.247
F 3.200 1.366 2.699
F -6.602 -0.984 0.708
F 2.104 0.811 0.357
F 3.750 3.135 3.838
F -4.901 0.515 1.576
F -4.720 2.265 0.308
F 5.022 2.970 1.396
F 0.833 3.426 0.579
F -4.061 -1.631 1.983
F -1.027 2.390 0.978
F -3.151 0.883 -1.490
F -4.441 -3.705 1.483
F 0.535 1.225 -1.094
F 3.125 3.013 0.346
O 0.633 2.143 2.436
O 0.012 -1.918 -2.113
O 1.372 -3.770 -2.874
O -4.191 -2.263 -0.190
N 2.435 -1.594 -1.796
C 1.243 -2.434 -2.247
C -4.120 1.089 0.633
C 1.592 3.080 2.934
C 3.072 2.720 2.722
C -4.735 -2.428 1.119
C -3.953 0.214 -0.603
C -6.253 -2.212 1.164
C 3.234 -1.170 -3.021
C 0.773 1.041 0.233
C -3.300 -1.154 -0.348
C 5.448 -2.600 -2.090
C 3.725 3.364 1.506
C 4.637 -1.649 -3.156
C 0.325 2.261 1.048
H -2.728 -1.396 -1.252
H 3.718 4.454 1.585
H 1.428 3.083 4.018
H -6.773 -2.957 0.554
H -3.152 1.327 1.083
H 1.520 -3.566 -3.861
H 1.362 4.106 2.621
H -2.547 -1.117 0.449
H 2.019 -0.690 -1.424
H 6.167 -3.298 -2.738
H 6.105 -1.866 -1.420
H 0.245 0.139 0.555
H 4.767 -3.218 -1.366
*
```